1.
{"formula": "C25H22Br2MnN3O6PS4", "method": "wB97M-V/def2-TZVPD", "orbital_gap_ev": [6.610, 6.714], "e_lumo_ev": [3.66, 3.66], "total_charge": -2, "spin_multiplicity": 6, "symbols": ["Mn", "Br", "C", "C", "C", "Br", "C", "C", "C", "C", "N", "C", "C", "O", "H", "H", "H", "H", "S", "C", "N", "C", "C", "S", "H", "H", "H", "H", "H", "C", "P", "C", "C", "C", "C", "C", "C", "C", "C", "C", "C", "C", "C", "H", "H", "H", "H", "H", "H", "H", "H", "H", "H", "H", "H", "H", "O", "S", "O", "O", "O", "O", "S", "N"], "positions_angstrom": [[0.81, -0.67, -0.37], [2.67, 2.86, -3.80], [3.65, 1.60, -2.78], [5.05, 1.61, -2.87], [5.81, 0.75, -2.14], [7.71, 0.82, -2.30], [5.20, -0.18, -1.26], [5.88, -1.10, -0.43], [5.19, -1.93, 0.40], [3.78, -1.87, 0.40], [3.13, -1.04, -0.37], [3.80, -0.19, -1.19], [2.94, 0.72, -1.95], [1.68, 0.69, -1.81], [5.52, 2.32, -3.54], [6.97, -1.12, -0.45], [5.69, -2.63, 1.05], [3.18, -2.52, 1.03], [1.57, -4.84, 0.62], [-0.05, -4.66, 0.95], [-1.07, -4.61, 0.11], [-2.38, -4.26, 0.63], [-2.32, -4.24, 2.17], [-0.58, -4.47, 2.62], [-0.95, -4.42, -0.91], [-3.12, -4.98, 0.28], [-2.66, -3.29, 0.21], [-2.91, -5.05, 2.60], [-2.68, -3.29, 2.57], [-2.16, 1.15, -1.75], [-1.18, 1.33, -0.22], [-2.42, 1.00, 1.07], [-2.44, 1.67, 2.29], [-3.32, 1.29, 3.30], [-4.17, 0.22, 3.10], [-4.14, -0.48, 1.89], [-3.27, -0.10, 0.89], [-0.96, 3.15, -0.21], [0.30, 3.65, -0.52], [0.52, 5.01, -0.63], [-0.53, 5.90, -0.41], [-1.79, 5.41, -0.10], [-2.01, 4.05, 0.00], [-2.47, 0.12, -1.89], [-1.51, 1.40, -2.59], [-3.03, 1.81, -1.74], [-1.75, 2.49, 2.47], [-3.31, 1.81, 4.24], [-4.85, -0.09, 3.89], [-4.79, -1.33, 1.74], [-3.22, -0.67, -0.03], [1.11, 2.95, -0.70], [1.50, 5.38, -0.89], [-0.36, 6.97, -0.50], [-2.61, 6.10, 0.07], [-2.99, 3.67, 0.24], [-1.35, -1.63, -3.55], [-1.53, -2.34, -2.29], [-1.28, -3.80, -2.43], [-0.52, -1.84, -1.27], [-2.86, -2.09, -1.70], [0.24, -0.14, 4.03], [0.84, -1.11, 3.08], [0.78, -0.91, 1.64]], "mulliken_charge": [0.979, -0.225, -0.276, -0.366, -0.082, -0.304, 1.028, -0.665, -1.028, -0.244, -0.595, 0.672, 0.056, -0.514, 0.394, 0.287, 0.399, 0.541, -0.382, 0.152, -0.043, 0.025, -0.345, -0.211, 0.349, 0.230, -0.285, 0.383, 0.193, -1.325, 1.369, 0.322, -0.375, -0.628, -0.445, -0.533, -0.439, -0.050, -0.241, -0.588, -0.382, -0.677, -0.138, 0.375, 0.320, 0.449, 0.423, 0.335, 0.348, 0.482, 0.067, 0.215, 0.411, 0.348, 0.366, 0.375, -0.713, 1.278, -0.925, -0.629, -0.775, -0.595, 0.121, -0.267]}

=====

2.
{"formula": "C31H51IN4O5S", "method": "wB97M-V/def2-TZVPD", "orbital_gap_ev": 8.074, "e_lumo_ev": -0.23, "total_charge": 0, "symbols": ["C", "C", "O", "C", "C", "C", "C", "C", "C", "C", "O", "C", "C", "C", "C", "C", "C", "C", "C", "C", "C", "C", "C", "N", "C", "C", "O", "C", "N", "S", "N", "C", "C", "C", "C", "O", "I", "H", "H", "H", "H", "H", "H", "H", "H", "H", "H", "H", "H", "H", "H", "H", "H", "H", "H", "H", "H", "H", "H", "H", "H", "H", "H", "H", "H", "H", "H", "H", "H", "H", "H", "H", "H", "H", "H", "H", "H", "H", "H", "H", "H", "C", "C", "O", "N", "C", "H", "H", "H", "H", "H", "H", "H"], "positions_angstrom": [[0.65, 0.96, 7.93], [0.03, 1.88, 6.92], [0.90, 2.07, 5.81], [1.01, 3.42, 5.40], [2.09, 3.50, 4.34], [1.56, 3.16, 2.93], [2.21, 1.90, 2.31], [2.27, 2.00, 0.78], [2.17, 0.71, -0.04], [1.14, 0.65, -1.07], [0.28, 1.73, -1.13], [-1.13, 1.46, -1.03], [-1.62, 0.60, 0.13], [-1.64, -0.90, -0.21], [-0.95, 0.90, 1.47], [-1.90, 0.96, 2.67], [-2.89, 2.12, 2.58], [-2.61, -0.38, 2.94], [1.07, -0.39, -1.95], [0.15, -0.46, -3.14], [0.93, -0.71, -4.47], [0.59, -2.01, -5.20], [1.71, -2.40, -6.19], [2.68, -3.35, -5.62], [2.62, -4.66, -6.20], [2.55, -5.77, -5.19], [2.62, -4.86, -7.38], [1.94, -1.49, -1.72], [1.96, -2.63, -2.40], [3.09, -3.57, -1.79], [3.63, -2.60, -0.61], [2.93, -1.49, -0.67], [3.05, -0.32, 0.14], [4.18, -0.30, 1.15], [5.50, -0.82, 0.62], [6.22, -1.50, 1.26], [6.13, -0.15, -1.34], [1.56, 1.38, 8.37], [0.86, -0.02, 7.51], [-0.05, 0.81, 8.74], [-0.25, 2.83, 7.36], [-0.89, 1.42, 6.55], [1.30, 4.04, 6.26], [0.06, 3.79, 4.99], [2.88, 2.81, 4.63], [2.53, 4.49, 4.31], [0.48, 3.11, 2.90], [1.85, 3.97, 2.26], [1.72, 0.99, 2.65], [3.21, 1.88, 2.73], [1.53, 2.70, 0.40], [3.23, 2.44, 0.52], [-1.58, 2.44, -0.93], [-1.54, 1.03, -1.94], [-2.67, 0.87, 0.24], [-0.74, -1.40, 0.14], [-2.46, -1.36, 0.34], [-1.83, -1.08, -1.26], [-0.43, 1.84, 1.40], [-0.26, 0.08, 1.67], [-1.28, 1.14, 3.55], [-2.41, 3.02, 2.20], [-3.74, 1.84, 1.96], [-3.27, 2.33, 3.58], [-3.53, -0.45, 2.37], [-1.94, -1.20, 2.71], [-2.82, -0.44, 4.00], [-0.60, -1.24, -3.04], [-0.34, 0.49, -3.30], [2.00, -0.62, -4.32], [0.68, 0.09, -5.16], [-0.29, -1.87, -5.81], [0.41, -2.82, -4.50], [2.25, -1.49, -6.41], [1.30, -2.74, -7.14], [3.62, -3.00, -5.70], [1.74, -5.54, -4.52], [2.41, -6.72, -5.70], [3.49, -5.77, -4.64], [3.90, -0.84, 2.04], [4.38, 0.73, 1.39], [-5.05, 1.23, -2.25], [-4.74, -0.25, -2.37], [-3.62, -0.65, -2.65], [-5.75, -1.12, -2.16], [-7.13, -0.83, -1.82], [-4.14, 1.79, -2.45], [-5.81, 1.52, -2.98], [-5.40, 1.46, -1.25], [-5.48, -2.09, -2.25], [-7.39, -1.28, -0.86], [-7.80, -1.23, -2.59], [-7.29, 0.24, -1.75]], "mulliken_charge": [-1.268, -0.276, -0.245, -0.597, -1.167, -0.241, -0.339, -2.871, 0.661, 0.530, -0.713, -1.875, 1.929, -2.070, -0.487, 0.608, -1.733, -1.745, -0.158, -0.560, -1.648, -0.202, -1.202, -0.089, 0.459, -0.944, -0.553, 0.461, -0.144, 0.023, -0.699, 0.501, 1.241, -0.417, -0.065, -0.457, -0.051, 0.314, 0.299, 0.390, 0.435, 0.194, 0.547, 0.317, 0.393, 0.412, -0.133, 0.467, 0.201, 0.942, 0.715, 0.639, 0.538, 0.284, 0.549, 0.261, 0.552, 0.103, -0.126, 0.374, 0.227, 0.369, 0.386, 0.457, 0.302, 0.360, 0.490, 0.328, 0.318, 0.540, 0.463, 0.398, 0.434, 0.510, 0.347, 0.267, 0.254, 0.331, 0.256, 0.328, 0.323, -1.408, 0.851, -0.593, -0.188, -0.869, 0.219, 0.499, 0.381, 0.240, 0.285, 0.291, 0.335]}